1.
DFT (wB97M-V/def2-TZVPD) results for a molecular structure, C41H45N4O3PPbS2.

Each line ends with the Löwdin charge.
Geometry (Å):
1 Pb 0.59470 0.16139 0.36769  1.032
2 C 4.38162 -0.14705 2.17098  -0.059
3 N 3.05339 0.46500 2.23387  -0.194
4 C 2.43039 0.30488 3.54260  -0.191
5 C 1.88524 -1.10015 3.79222  -0.144
6 N 0.63766 -1.38361 3.06197  -0.216
7 C -0.49920 -0.65167 3.61177  -0.103
8 C 0.40399 -2.79068 2.93605  -0.261
9 C -0.19781 -3.52378 3.95849  -0.014
10 C -0.35576 -4.89674 3.86235  -0.070
11 C 0.08976 -5.56799 2.73103  -0.076
12 C 0.67839 -4.84913 1.70541  -0.088
13 C 0.83729 -3.46831 1.80113  -0.433
14 S 1.61120 -2.65557 0.42035  0.941
15 C 3.13064 1.82856 1.78061  -0.315
16 C 3.30074 2.86954 2.69064  -0.033
17 C 3.46599 4.17868 2.26583  -0.093
18 C 3.48512 4.45684 0.90701  -0.098
19 C 3.30416 3.43211 -0.00953  -0.124
20 C 3.10979 2.11055 0.40088  -0.645
21 S 2.83809 0.87502 -0.84128  0.502
22 H 5.07011 0.32098 2.89202  0.102
23 H 4.78969 -0.00986 1.16929  0.072
24 H 4.33387 -1.21440 2.38373  0.066
25 H 1.62122 1.03383 3.62062  0.112
26 H 3.14257 0.51940 4.35455  0.122
27 H 1.71688 -1.21853 4.87424  0.129
28 H 2.62433 -1.84568 3.49917  0.108
29 H -0.65728 -0.84207 4.68210  0.084
30 H -1.40123 -0.92221 3.06186  0.098
31 H -0.33320 0.42019 3.48634  0.057
32 H -0.54279 -3.01046 4.84781  0.109
33 H -0.81360 -5.44052 4.67940  0.104
34 H -0.02682 -6.64134 2.64753  0.105
35 H 1.02095 -5.35401 0.81069  0.108
36 H 3.30786 2.65005 3.75223  0.105
37 H 3.58556 4.97297 2.99327  0.098
38 H 3.63407 5.47301 0.56087  0.098
39 H 3.29579 3.64049 -1.07235  0.093
40 O -1.40853 3.20232 3.35181  0.114
41 C -1.62973 3.21989 2.03619  -0.505
42 O -0.84621 2.78648 1.23507  0.021
43 C -2.99728 3.75703 1.62929  -0.236
44 N -3.70313 4.36384 2.77406  -0.030
45 C -5.03908 3.73711 2.89830  -0.189
46 C -5.29294 3.06794 1.55197  -0.168
47 C -3.89450 2.59323 1.16390  -0.116
48 H -2.84507 4.46185 0.81206  0.154
49 H -3.77265 5.36460 2.67044  0.118
50 H -2.18052 3.67862 3.73186  0.100
51 H -5.79177 4.47583 3.16762  0.114
52 H -5.01083 2.98489 3.68978  0.112
53 H -5.65309 3.80300 0.82769  0.115
54 H -6.01858 2.25820 1.61295  0.112
55 H -3.77102 2.39037 0.10216  0.114
56 H -3.63996 1.68218 1.71291  0.128
57 C 4.31591 -2.46945 -0.14027  -0.075
58 C 3.35598 -2.95534 0.89672  -0.692
59 O 3.64030 -3.46117 1.94411  0.036
60 H 5.33727 -2.69021 0.16090  0.096
61 H 4.17504 -1.39173 -0.27330  0.007
62 H 4.08900 -2.93424 -1.10246  0.084
63 N -0.62506 -0.86398 -1.12239  -0.481
64 P -0.81328 -0.75199 -2.64432  0.686
65 C -1.61468 0.79754 -3.22496  -0.273
66 C -2.26883 0.91735 -4.44939  -0.071
67 C -2.88794 2.10805 -4.80431  -0.083
68 C -2.85858 3.19559 -3.94126  -0.090
69 C -2.21083 3.08676 -2.71794  -0.085
70 C -1.60203 1.89076 -2.36073  -0.091
71 C -1.86620 -2.07369 -3.33213  -0.288
72 C -2.72072 -2.72207 -2.44287  -0.081
73 C -3.54638 -3.74677 -2.88633  -0.084
74 C -3.51599 -4.13450 -4.21965  -0.092
75 C -2.65687 -3.50151 -5.10793  -0.085
76 C -1.83135 -2.47613 -4.66586  -0.103
77 C 0.71878 -0.85820 -3.62407  -0.293
78 C 1.35915 -2.09447 -3.73028  -0.093
79 C 2.62107 -2.18070 -4.29799  -0.087
80 C 3.26057 -1.03072 -4.74894  -0.088
81 C 2.63825 0.20252 -4.63038  -0.089
82 C 1.37110 0.28930 -4.06727  -0.099
83 H -2.30033 0.07790 -5.13262  0.094
84 H -3.39827 2.18812 -5.75650  0.102
85 H -3.34088 4.12366 -4.22334  0.100
86 H -2.17674 3.93096 -2.03829  0.099
87 H -1.12210 1.80321 -1.39450  0.056
88 H -2.70455 -2.41313 -1.40348  0.091
89 H -4.20711 -4.24881 -2.18980  0.100
90 H -4.15743 -4.93504 -4.56665  0.100
91 H -2.62337 -3.81325 -6.14480  0.101
92 H -1.14720 -1.99852 -5.35830  0.106
93 H 0.86489 -2.98529 -3.35779  0.110
94 H 3.11096 -3.14326 -4.38772  0.101
95 H 4.24851 -1.09831 -5.18891  0.101
96 H 3.14295 1.10006 -4.96533  0.105
97 H 0.88854 1.25360 -3.96019  0.104

E_LUMO: 0.5 eV
net charge: 0
spin multiplicity: 1
HOMO: -7.00 eV
Kohn-Sham gap: 0.2740 Ha

=====

2.
DFT (wB97M-V/def2-TZVPD) results for a molecular structure, C41H46IN5OPSV.

Each line ends with the Löwdin charge.
Geometry (Å):
1 V 1.57147 -0.78947 -0.80375  0.130
2 I 1.48116 1.63999 0.72900  1.198
3 C -0.37712 1.98176 1.63639  -0.569
4 C -0.25593 2.74919 2.76503  -0.186
5 C -1.37611 3.13065 3.52008  -0.063
6 C -2.60640 2.74935 3.09130  -0.021
7 C -2.76451 1.98011 1.91394  -0.165
8 C -4.08797 1.68390 1.51213  -0.024
9 C -4.32670 0.97660 0.37650  -0.061
10 C -3.23233 0.49682 -0.35746  -0.094
11 C -1.91949 0.71915 -0.00812  -0.271
12 P -0.73572 -0.19254 -1.11145  0.972
13 C -1.62216 -1.76803 -1.38646  -0.358
14 C -1.35482 -2.80568 -0.50088  -0.111
15 C -1.98768 -4.03111 -0.63011  -0.066
16 C -2.88716 -4.23720 -1.66524  -0.065
17 C -3.14332 -3.21692 -2.57032  -0.060
18 C -2.51454 -1.98873 -2.43305  -0.092
19 C -0.97323 0.68177 -2.70437  -0.381
20 C -1.54731 1.94317 -2.82101  -0.077
21 C -1.57911 2.58877 -4.05243  -0.077
22 C -1.04378 1.97843 -5.17489  -0.080
23 C -0.46404 0.71878 -5.06629  -0.066
24 C -0.41772 0.08036 -3.83904  -0.112
25 C -1.64341 1.53318 1.14784  -0.193
26 H 0.72381 3.07751 3.08272  0.071
27 H -1.24967 3.73027 4.40985  0.113
28 H -3.49781 3.03641 3.63208  0.120
29 H -4.90048 2.05026 2.12542  0.122
30 H -5.33300 0.76192 0.04634  0.116
31 H -3.44952 -0.09525 -1.23736  0.097
32 H -0.61289 -2.65909 0.27609  0.062
33 H -1.77083 -4.82761 0.06895  0.107
34 H -3.37685 -5.19461 -1.77565  0.108
35 H -3.83255 -3.37713 -3.38783  0.109
36 H -2.71998 -1.20492 -3.15131  0.108
37 H -1.97896 2.42769 -1.95410  0.107
38 H -2.03160 3.56734 -4.13027  0.109
39 H -1.07769 2.47874 -6.13297  0.109
40 H -0.04580 0.23454 -5.93814  0.111
41 H 0.05284 -0.89401 -3.75333  0.104
42 C 3.26745 4.12071 -3.34606  -0.148
43 C 2.00599 3.31915 -3.58942  -0.171
44 N 2.02654 2.14050 -2.74259  0.087
45 C 3.14873 1.47347 -2.38590  -0.387
46 N 2.99560 0.32644 -1.75922  -0.111
47 C 4.19883 -0.44358 -1.43624  -0.232
48 C 5.35179 0.47372 -1.08245  -0.145
49 C 5.59387 1.39364 -2.25922  -0.140
50 N 4.34898 2.03935 -2.65342  -0.028
51 C 4.46466 3.20726 -3.52017  -0.137
52 H 3.26104 4.52543 -2.33175  0.125
53 H 3.32839 4.95532 -4.04332  0.123
54 H 1.93570 3.02933 -4.64478  0.124
55 H 1.11173 3.89364 -3.34724  0.120
56 H 1.17948 1.58536 -2.69740  0.080
57 H 4.46480 -1.10437 -2.26793  0.130
58 H 3.97599 -1.10083 -0.58486  0.073
59 H 6.25519 -0.09395 -0.86121  0.125
60 H 5.09879 1.06029 -0.19456  0.121
61 H 6.00815 0.83220 -3.10458  0.136
62 H 6.30963 2.17881 -2.00703  0.127
63 H 4.56482 2.89292 -4.56585  0.135
64 H 5.38714 3.72015 -3.24538  0.125
65 C 1.75874 -2.46952 -2.03432  -0.255
66 H 2.53577 -3.12618 -1.61848  -0.010
67 H 2.11067 -2.16509 -3.02855  -0.010
68 H 0.87499 -3.09720 -2.17934  -0.017
69 C 2.16031 1.59872 5.42390  -0.095
70 C 1.72667 0.19103 5.81045  -0.225
71 C 0.72330 -0.41627 4.84311  -0.169
72 N 1.38570 -0.71641 3.57357  0.054
73 C 1.06775 -1.62621 2.68376  -0.763
74 S 2.12780 -2.07636 1.42962  0.665
75 N -0.12347 -2.31610 2.82736  0.107
76 C -1.37488 -1.69595 2.96244  -0.374
77 O -1.47736 -0.51400 3.19531  0.098
78 C -2.53123 -2.60344 2.74297  -0.147
79 C -3.69493 -2.02987 2.23923  -0.002
80 C -4.78714 -2.83102 1.95898  -0.049
81 C -4.72653 -4.19701 2.20111  -0.063
82 C -3.57487 -4.76594 2.72397  -0.068
83 C -2.47025 -3.97120 2.98871  -0.036
84 H 2.90802 1.98148 6.11549  0.079
85 H 1.30863 2.27917 5.43809  0.069
86 H 2.59688 1.64105 4.42271  0.060
87 H 1.25887 0.20866 6.79587  0.117
88 H 2.59223 -0.47014 5.89970  0.116
89 H -0.11512 0.25773 4.65660  0.108
90 H 0.32417 -1.35516 5.23345  0.133
91 H 2.27232 -0.25964 3.39183  0.111
92 H -0.12506 -3.17404 2.28719  0.108
93 H -3.71861 -0.96408 2.05786  0.097
94 H -5.68719 -2.39244 1.55084  0.110
95 H -5.58418 -4.81998 1.98760  0.110
96 H -3.53777 -5.82625 2.93015  0.111
97 H -1.57861 -4.41765 3.41157  0.118

E_LUMO (spin up / spin down): -2.3 / -2.3 eV
net charge: +1
spin multiplicity: 2
HOMO (spin up / spin down): -9.17 / -8.53 eV
Kohn-Sham gap (spin up / spin down): 0.2542 / 0.2307 Ha

=====

Energy relative to the best compared isomer or geometry (same formula, charge and spin) in kJ/mol, matching the order above: 47.5 0.0